No. 1
Here is 2 unconnected molecules or ions with the total composition C3H9BCl2NO6P at a distorted geometry from the Open Molecules 2025 dataset. Energies are from ωB97M-V/def2-TZVPD.

Geometry as XYZ:
```
23
Properties=species:S:1:pos:R:3:nbo_charge:R:1
N -0.96547 1.56685 2.49317 -1.196
P -2.61987 1.33357 2.60065 1.441
O -2.57909 0.01402 3.56447 -0.981
O -3.09723 0.67828 1.10103 -0.801
C -2.12845 0.39565 0.18499 1.013
O -1.49707 -0.55815 0.22938 -0.559
O -2.12906 1.28063 -0.81382 -0.692
B -0.90613 1.76463 -1.24871 1.257
O 0.27326 1.60784 -0.59488 -0.940
O -0.94982 2.45157 -2.41621 -0.873
H -0.45234 1.25990 3.30579 0.413
H -0.71800 2.49760 2.20178 0.400
H -3.46615 -0.09165 3.91571 0.499
H 0.92717 1.12849 -1.12515 0.508
H -0.05199 2.72881 -2.60770 0.488
Cl 3.18246 -2.89243 -3.25103 -0.056
C 2.96794 -2.87982 -1.48236 -0.390
C 2.03672 -1.78626 -1.02988 -0.380
Cl 2.74659 -0.16302 -1.26855 -0.071
H 3.94963 -2.78212 -1.02574 0.224
H 2.55296 -3.84689 -1.20488 0.229
H 1.83366 -1.88797 0.03434 0.235
H 1.09029 -1.81954 -1.56241 0.234
```

**Electronic energy**: -1912.719861 Ha


No. 2
Here is a molecular structure, C3H9BIOYb at a distorted geometry from the Open Molecules 2025 dataset. Energies are from ωB97M-V/def2-TZVPD.

Geometry as XYZ:
```
16
Properties=species:S:1:pos:R:3:nbo_charge:R:1
C -1.48616 0.40306 -0.93821 -0.629
C -1.09051 0.27594 0.68134 -0.452
C -0.11564 -1.00088 1.01439 -0.078
O 1.28263 -0.65289 1.32014 -0.711
B 1.92497 0.10461 0.22852 0.068
I 4.12711 -0.16230 0.12587 -0.116
H -1.05424 -0.55086 -1.50952 0.148
H -2.66365 0.47480 -1.04899 0.303
H -0.93562 1.36532 -1.38099 0.070
H -2.13354 0.05784 1.21951 0.248
H -0.69666 1.28604 1.13178 0.270
H -0.55275 -1.49625 2.00904 0.228
H -0.20007 -1.83582 0.18947 0.162
H 1.68498 1.25928 0.43690 -0.070
H 1.40177 -0.20286 -0.79838 -0.279
Yb 0.50735 0.67496 -2.68087 1.836
```

**Net charge**: +1
**Electronic energy**: -1675.808078 Ha


No. 3
Here is a single C3H9BN2O molecule at a distorted geometry from the Open Molecules 2025 dataset. Energies are from ωB97M-V/def2-TZVPD.

Geometry as XYZ:
```
16
Properties=species:S:1:pos:R:3:nbo_charge:R:1
C -1.65898 -1.54021 0.14861 -0.998
B -0.84584 -0.25535 -0.16872 0.791
C -1.44294 1.06756 -0.62641 -1.021
C 0.71756 -0.27989 0.00409 0.340
O 1.21752 -1.15490 -0.87473 -0.672
N 1.50424 0.60414 0.63675 -0.436
N 2.91835 0.81801 0.45934 -0.658
H -1.00134 -2.20663 0.75653 0.242
H -1.85391 -2.27063 -0.75916 0.273
H -2.54538 -1.25416 0.64698 0.232
H -1.16280 1.44598 -1.63264 0.276
H -0.99667 1.91592 -0.08232 0.247
H -2.48928 1.02832 -0.68992 0.233
H 1.09409 1.29389 1.40313 0.395
H 3.38646 0.38847 1.26392 0.361
H 3.15890 0.39947 -0.48546 0.395
```

**Electronic energy**: -329.251904 Ha


No. 4
Here is a single C3H9BO molecule at a distorted geometry from the Open Molecules 2025 dataset. Energies are from ωB97M-V/def2-TZVPD.

Geometry as XYZ:
```
14
Properties=species:S:1:pos:R:3:nbo_charge:R:1
C -1.57632 0.01220 0.56571 -0.592
C -0.61158 0.85073 -0.39660 -0.758
B 0.74818 -0.03567 -0.55894 0.998
C 1.67528 -0.25732 0.74844 -0.979
O 0.97503 -0.72557 -1.72177 -0.896
H -1.12852 -0.18110 1.54741 0.204
H -1.66161 -0.99028 0.08603 0.195
H -2.48620 0.53070 0.52311 0.210
H -0.74780 1.94338 -0.14599 0.233
H -1.04162 0.63900 -1.35198 0.192
H 1.18202 0.28600 1.53580 0.220
H 2.67695 -0.06690 0.65992 0.236
H 1.49756 -1.32322 1.04477 0.234
H 0.49863 -0.68195 -2.53593 0.502
```

**Electronic energy**: -219.818307 Ha


No. 5
Here is 2 unconnected molecules or ions with the total composition C3H9BO2 at a distorted geometry from the Open Molecules 2025 dataset. Energies are from ωB97M-V/def2-TZVPD.

Geometry as XYZ:
```
15
Properties=species:S:1:pos:R:3:nbo_charge:R:1
B 0.17869 -0.60981 -0.34917 0.966
C -2.27970 0.14028 -0.55463 -0.592
C 2.69371 -1.26205 -0.19567 -0.390
C -1.27237 -0.61193 0.27980 -0.805
O 1.15023 2.32052 0.75666 -0.935
O 1.33670 -1.02631 -0.19854 -0.620
H -3.32739 0.04903 -0.17345 0.210
H -2.00099 1.18835 -0.55332 0.210
H -2.26096 -0.06476 -1.69484 0.207
H 2.80567 -2.21510 -0.67881 0.150
H 3.28523 -0.45859 -0.61908 0.162
H 1.44655 2.74286 1.57245 0.475
H -1.34181 -0.08897 1.26629 0.248
H -1.73516 -1.52690 0.28107 0.253
H 1.32160 1.42339 0.86124 0.461
```

**Electronic energy**: -294.889364 Ha


No. 6
Here is 2 unconnected molecules or ions with the total composition C3H9Br2N3 at a distorted geometry from the Open Molecules 2025 dataset. Energies are from ωB97M-V/def2-TZVPD.

Geometry as XYZ:
```
17
Properties=species:S:1:pos:R:3:nbo_charge:R:1
C 1.32380 -1.37324 1.18548 0.533
C 0.69073 -0.94124 -0.11642 -0.413
C -2.67280 1.24236 -1.65675 0.056
N 1.71096 -2.62336 1.25625 -0.707
N 1.41402 -0.56794 2.20423 -0.680
N -2.83107 2.59827 -2.19395 -0.844
Br -0.14245 0.94386 0.05266 0.007
Br -4.10510 0.73940 -0.62937 0.317
H 1.48575 -0.85877 -0.91804 0.293
H -0.10728 -1.51081 -0.29541 0.245
H 1.95121 -3.14621 0.43165 0.444
H 2.13837 -2.95337 2.13662 0.434
H 0.93313 0.30764 2.10989 0.445
H 1.70181 -1.01403 3.05811 0.432
H -3.74219 3.05834 -2.09410 0.439
H -2.31499 3.18560 -1.53320 0.488
H -2.64891 2.40376 -3.23409 0.509
```

**Net charge**: +2
**Electronic energy**: -5431.264854 Ha